Record 1
Density functional theory data (ωB97M-V with the def2-TZVPD basis set) for a 2-piece molecular cluster, C3H12NOS overall in a non-equilibrium geometry.

Calculated values
- Net charge: +1
- Energy above the lowest of the compared OMol25 structures with the same formula, charge and spin: 0.548 eV
- Highest occupied orbital energy: -13.13 eV

Geometry (Å):
C1 -0.7135 -1.8492 -0.3462
C2 -0.0441 -0.6215 0.1933
C3 -0.8918 0.6398 0.0636
S1 -0.0715 2.0972 0.9106
N1 0.2717 -0.8295 1.6752
H1 -0.6994 -1.7655 -1.4339
H2 -1.7697 -1.8473 -0.0669
H3 -0.2068 -2.7742 -0.0745
H4 0.8971 -0.3309 -0.2809
H5 -0.9038 0.8851 -0.9931
H6 -1.8684 0.6057 0.5377
H7 -0.5942 2.9475 0.0839
H8 0.3611 0.0598 2.1781
H9 -0.5374 -1.2305 2.1665
H10 1.0427 -1.4773 1.8244
H11 2.1286 2.4026 -1.7132
H12 1.8951 1.5145 -2.8285
O1 1.7043 1.5738 -1.8962

Results of the Löwdin charge analysis, in e, for atoms 1 through 4:
1. C -0.033
2. C -0.416
3. C -0.453
4. S 0.748

Record 2
Density functional theory data (ωB97M-V with the def2-TZVPD basis set) for a 2-piece molecular cluster, C3H12NOS2 overall in a non-equilibrium geometry.

Calculated values
- Net charge: 0
- Energy above the lowest of the compared OMol25 structures with the same formula, charge and spin: 0.208 eV
- Spin multiplicity: 2
- Highest occupied orbital energy (spin up / spin down): -4.03 / -6.96 eV

Geometry (Å):
N1 0.2144 0.9015 -0.3502
C1 -0.1642 -0.5383 -0.2124
C2 -0.6145 -1.0958 -1.5728
C3 -1.2745 -0.6440 0.8031
S1 -0.7915 -0.9980 2.4874
S2 -0.4941 1.1720 3.0903
H1 0.2661 1.3253 0.5954
H2 1.0563 0.9410 -0.9340
H3 -0.5250 1.4218 -0.8208
H4 0.6808 -1.1740 0.0521
H5 -0.0915 -0.6615 -2.4302
H6 -0.4817 -2.1720 -1.6646
H7 -1.6907 -0.9392 -1.6404
H8 -1.8692 0.2852 0.7700
H9 -1.9985 -1.4033 0.5196
H10 -1.7626 1.5899 2.9808
H11 3.3318 0.6438 0.2671
H12 3.2997 0.4987 -1.3709
O1 2.9087 0.8469 -0.5697

Results of the Löwdin charge analysis, in e, for atoms 1 through 4:
1. N 0.176
2. C -0.441
3. C -0.053
4. C -0.692

Record 3
Density functional theory data (ωB97M-V with the def2-TZVPD basis set) for a 2-piece molecular cluster, C3H12NOS2 overall in a non-equilibrium geometry.

Calculated values
- Net charge: +1
- Energy above the lowest of the compared OMol25 structures with the same formula, charge and spin: 0.024 eV
- Highest occupied orbital energy: -13.06 eV

Geometry (Å):
N1 0.3659 0.6274 0.6204
C1 0.6685 -0.4997 -0.3636
C2 1.6995 -1.3944 0.2956
C3 -0.6362 -1.2282 -0.6939
S1 -2.0748 -0.1848 -1.0334
S2 -2.9009 -0.0274 0.8800
H1 1.1303 0.7501 1.2715
H2 -0.5168 0.4555 1.1138
H3 0.1254 1.5208 0.1038
H4 1.0898 -0.0376 -1.2581
H5 2.6462 -0.8774 0.3804
H6 1.8714 -2.2639 -0.3252
H7 1.3980 -1.7505 1.2785
H8 -0.8849 -1.9747 0.0531
H9 -0.3982 -1.7941 -1.5813
H10 -3.3462 -1.2923 0.9047
H11 -0.8639 3.4289 -0.6882
H12 0.6995 3.4212 -0.7257
O1 -0.0725 3.1211 -0.2322

Results of the Löwdin charge analysis, in e, for atoms 1 through 4:
1. N 0.158
2. C -0.386
3. C -0.042
4. C -0.528

Record 4
Density functional theory data (ωB97M-V with the def2-TZVPD basis set) for an isolated ion of composition C3H12NOSi and charge +1 in a non-equilibrium geometry.

Calculated values
- Net charge: +1
- Energy above the lowest of the compared OMol25 structures with the same formula, charge and spin: 0.040 eV
- Structure (SMILES): C[Si](C)(O)C[NH3+]
- Highest occupied orbital energy: -14.13 eV

Geometry (Å):
C1 -1.6667 1.6487 -0.7566
Si1 -0.7794 0.3137 0.1982
C2 -1.2382 -1.5643 -0.0755
O1 -0.3416 0.8156 1.6622
C3 1.3826 0.2649 -0.4409
N1 2.2008 -0.6587 0.4227
H1 -2.3379 1.3003 -1.5287
H2 -2.3645 2.3125 -0.3271
H3 -0.9706 2.3812 -1.1926
H4 -2.1910 -1.8526 0.3320
H5 -1.1497 -1.7840 -1.1691
H6 -0.3450 -2.1552 0.3241
H7 -1.0321 0.7434 2.2843
H8 1.7003 1.2515 -0.2773
H9 1.5384 -0.1651 -1.4237
H10 3.2457 -0.9046 0.0337
H11 1.7723 -1.5736 0.5713
H12 2.5768 -0.3738 1.3631

Results of the Löwdin charge analysis, in e, for atoms 1 through 4:
1. C -0.151
2. Si 0.592
3. C -0.157
4. O -0.127

Record 5
Density functional theory data (ωB97M-V with the def2-TZVPD basis set) for an isolated ion of composition C3H12NP2 and charge -1 in a non-equilibrium geometry.

Calculated values
- Net charge: -1
- Highest occupied orbital energy: -2.98 eV

Geometry (Å):
C1 2.5019 -0.1530 0.4030
C2 1.4647 0.2167 -0.6007
C3 0.2479 -0.7368 -1.1468
P1 -1.0188 -1.0507 0.2477
P2 -1.4556 1.1373 0.2417
N1 -0.6338 1.9229 1.3962
H1 2.2478 -0.7357 1.4129
H2 3.6037 0.1931 0.1884
H3 1.5492 1.3070 -1.0727
H4 0.6923 -1.7174 -1.6406
H5 -0.3281 -0.1199 -1.9905
H6 -0.0342 -0.9036 1.2918
H7 -2.0026 -1.2839 1.3139
H8 -2.1163 -1.3168 -0.6921
H9 -0.6682 -2.4612 0.1994
H10 -1.1615 1.7472 -1.0308
H11 -2.8513 1.2843 0.5011
H12 -0.0372 2.6705 0.9780

Results of the Löwdin charge analysis, in e, for atoms 1 through 4:
1. C -0.101
2. C -0.268
3. C -0.482
4. P 0.081

Record 6
Density functional theory data (ωB97M-V with the def2-TZVPD basis set) for a 2-piece molecular cluster, C3H12NS overall in a non-equilibrium geometry.

Calculated values
- Net charge: 0
- Energy above the lowest of the compared OMol25 structures with the same formula, charge and spin: 0.055 eV
- Spin multiplicity: 2
- Highest occupied orbital energy (spin up / spin down): -3.66 / -9.35 eV

Geometry (Å):
C1 2.3654 -0.0958 -0.7956
N1 1.9747 1.3668 -0.6360
H1 2.7139 -0.1591 -1.8124
H2 3.2094 -0.2132 -0.1207
H3 1.4853 -0.6851 -0.5930
H4 1.5663 1.6620 0.2704
H5 1.3365 1.6269 -1.4232
H6 2.8260 1.9590 -0.7487
C2 -2.4775 -0.8152 -0.0351
C3 -1.8857 -0.9046 1.3545
S1 -0.3732 0.1671 1.4842
H7 -1.6871 -0.9437 -0.7689
H8 -2.8987 0.1600 -0.2725
H9 -3.1662 -1.6488 -0.1791
H10 -2.6266 -0.6263 2.0956
H11 -1.4672 -1.8888 1.5524
H12 -0.8954 1.0387 0.6282

Results of the Löwdin charge analysis, in e, for atoms 1 through 4:
1. C -0.136
2. N -0.034
3. H 0.050
4. H 0.063

Record 7
Density functional theory data (ωB97M-V with the def2-TZVPD basis set) for a 2-piece molecular cluster, C3H12NS overall in a non-equilibrium geometry.

Calculated values
- Net charge: +1
- Energy above the lowest of the compared OMol25 structures with the same formula, charge and spin: 0.460 eV
- Highest occupied orbital energy: -12.52 eV

Geometry (Å):
C1 -2.2237 0.9643 -1.6933
N1 -0.9256 0.2849 -2.0376
H1 -2.4946 0.7147 -0.6750
H2 -2.0871 2.0376 -1.7551
H3 -2.9992 0.6593 -2.3958
H4 -0.1903 0.9762 -2.1788
H5 -0.9861 -0.2955 -2.8718
H6 -0.5868 -0.2994 -1.2634
C2 0.2977 -1.6670 0.7006
S1 0.3912 0.1397 0.9211
C3 2.1082 0.2603 1.5820
H7 -0.5636 -1.9944 0.1126
H8 0.1542 -2.0918 1.6938
H9 1.2227 -2.1052 0.3210
H10 2.6471 -0.5921 1.1856
H11 2.5810 1.1630 1.1923
H12 2.0174 0.2500 2.6562

Results of the Löwdin charge analysis, in e, for atoms 1 through 4:
1. C -0.003
2. N 0.128
3. H 0.094
4. H 0.103

Record 8
Density functional theory data (ωB97M-V with the def2-TZVPD basis set) for a 2-piece molecular cluster, C3H12NS2 overall.

Calculated values
- Net charge: +1
- Energy above the lowest of the compared OMol25 structures with the same formula, charge and spin: 0.531 eV
- Highest occupied orbital energy: -13.02 eV

Geometry (Å):
C1 -0.6971 -0.8186 0.9128
C2 -0.2034 -1.8563 -0.1086
S1 -1.5569 -2.9007 -0.7240
N1 0.4932 -0.0977 1.4856
H1 -1.2296 -1.3203 1.7151
H2 -1.3258 -0.0695 0.4418
H3 0.5608 -2.4841 0.3441
H4 0.2287 -1.3304 -0.9596
H5 -1.3155 -3.9154 0.1095
H6 0.1946 0.5642 2.2015
H7 0.9440 0.4905 0.7567
H8 1.1580 -0.7320 1.9284
C3 0.3593 2.1144 -1.7776
S2 1.2562 2.6225 -0.2649
H9 1.0177 1.3790 -2.2311
H10 -0.6230 1.7282 -1.5321
H11 0.2875 2.9996 -2.3992
H12 0.4514 3.6267 0.1016

Results of the Löwdin charge analysis, in e, for atoms 1 through 4:
1. C -0.216
2. C -0.562
3. S 0.764
4. N 0.157

Record 9
Density functional theory data (ωB97M-V with the def2-TZVPD basis set) for a 2-piece molecular cluster, C3H12NSi overall in a non-equilibrium geometry.

Calculated values
- Net charge: +1
- Energy above the lowest of the compared OMol25 structures with the same formula, charge and spin: 2.189 eV
- Highest occupied orbital energy: -14.88 eV

Geometry (Å):
C1 -1.7941 1.2610 -0.2936
C2 -1.1175 -1.4585 0.9929
C3 0.6751 0.5520 -0.6665
N1 2.3229 -0.6739 -0.8405
Si1 -0.5074 0.2082 0.7375
H1 -2.8187 1.1657 0.1812
H2 -1.6064 2.3788 -0.2502
H3 -1.8969 1.0314 -1.3902
H4 -1.8849 -1.5084 0.1420
H5 -0.2972 -2.1249 0.7835
H6 -1.5601 -1.8289 1.9169
H7 0.3370 0.4760 -1.7081
H8 1.2570 1.4744 -0.6108
H9 2.1187 -1.1840 -0.0081
H10 2.2578 -1.2766 -1.6846
H11 2.9707 0.1255 -0.9138
H12 0.3216 0.5467 1.8664

Results of the Löwdin charge analysis, in e, for atoms 1 through 4:
1. C -0.196
2. C -0.214
3. C -0.058
4. N 0.154

Record 10
Density functional theory data (ωB97M-V with the def2-TZVPD basis set) for a 4-piece molecular cluster, C3H12O2S overall in a non-equilibrium geometry.

Calculated values
- Net charge: 0
- Energy above the lowest of the compared OMol25 structures with the same formula, charge and spin: 6.524 eV
- Highest occupied orbital energy: -9.33 eV

Geometry (Å):
C1 -1.6928 -1.8052 -0.2288
C2 -1.6785 -0.5793 0.6635
S1 -1.9301 0.9975 -0.2382
C3 0.8412 2.6566 -0.0444
H1 -0.9101 -1.7338 -0.9281
H2 -2.5886 -1.8624 -0.8123
H3 -1.2575 -2.7418 0.4348
H4 -0.7035 -0.5048 1.0791
H5 -2.3916 -0.5809 1.4767
H6 1.7966 3.0810 0.2016
H7 0.6756 2.6940 -1.1231
H8 0.0019 3.1649 0.4070
H9 1.3946 -1.4892 1.6994
H10 0.8067 1.6086 0.2627
O1 1.2520 -0.9393 0.9351
H11 1.8744 -0.7985 -0.4344
H12 2.6335 -0.7037 -1.9576
O2 1.8763 -0.4637 -1.3929

Results of the Löwdin charge analysis, in e, for atoms 1 through 4:
1. C -0.164
2. C -0.601
3. S 0.856
4. C -0.070

Record 11
Density functional theory data (ωB97M-V with the def2-TZVPD basis set) for a 3-piece molecular cluster, C3H12O2S overall.

Calculated values
- Net charge: 0
- Energy above the lowest of the compared OMol25 structures with the same formula, charge and spin: 0.361 eV
- Structure (SMILES): CCCS.O.O
- Highest occupied orbital energy: -8.77 eV

Geometry (Å):
C1 -0.0767 -1.4019 1.5412
C2 -1.1339 -1.1649 0.4579
C3 -0.5511 -0.7961 -0.8959
S1 0.2208 0.8441 -0.9435
H1 -0.5612 -1.8080 2.4278
H2 0.4136 -0.4911 1.8604
H3 0.6880 -2.0747 1.1856
H4 -1.6952 -2.1030 0.3590
H5 -1.8329 -0.3892 0.8039
H6 -1.3140 -0.8330 -1.6744
H7 0.2054 -1.5337 -1.1768
H8 -0.8893 1.5252 -1.2283
O1 -0.7233 4.1241 1.7889
H9 -0.6143 3.7317 2.6608
H10 -0.3100 4.9971 1.8061
O2 2.7197 -1.1354 -2.7042
H11 2.0249 -0.9662 -3.3504
H12 3.4294 -0.5249 -2.9182

Results of the Löwdin charge analysis, in e, for atoms 1 through 4:
1. C -0.127
2. C -0.341
3. C -0.589
4. S 0.698

Record 12
Density functional theory data (ωB97M-V with the def2-TZVPD basis set) for a 3-piece molecular cluster, C3H12O2S2 overall in a non-equilibrium geometry.

Calculated values
- Net charge: 0
- Energy above the lowest of the compared OMol25 structures with the same formula, charge and spin: 0.871 eV
- Structure (SMILES): CCCSS.O.O
- Highest occupied orbital energy: -8.78 eV

Geometry (Å):
C1 -0.4418 -0.1205 0.7512
C2 0.2925 0.8817 -0.1181
C3 0.3839 0.3750 -1.5627
S1 1.8984 0.8116 -2.4712
S2 3.3685 -0.1071 -1.3118
H1 -0.0216 -1.1227 0.8092
H2 -0.3428 0.1238 1.8147
H3 -1.5275 -0.1060 0.6359
H4 1.3050 1.0427 0.2662
H5 -0.1840 1.8549 -0.0058
H6 -0.4616 0.7148 -2.1598
H7 0.3941 -0.7199 -1.5238
H8 3.9467 1.0652 -1.0233
O1 0.8029 -3.8517 3.6096
H9 0.5961 -2.9214 3.7810
H10 1.7656 -3.8631 3.7400
O2 -4.0753 1.6433 -1.5757
H11 -4.4065 2.1488 -2.3317
H12 -3.2928 2.1507 -1.3237

Results of the Löwdin charge analysis, in e, for atoms 1 through 4:
1. C -0.126
2. C -0.337
3. C -0.586
4. S 0.418

Record 13
Density functional theory data (ωB97M-V with the def2-TZVPD basis set) for a 3-piece molecular cluster, C3H12O2S2 overall in a non-equilibrium geometry.

Calculated values
- Net charge: 0
- Energy above the lowest of the compared OMol25 structures with the same formula, charge and spin: 1.276 eV
- Structure (SMILES): CCSSC.O.O
- Highest occupied orbital energy: -8.85 eV

Geometry (Å):
C1 2.6270 -1.7952 -2.0285
C2 1.2250 -1.1705 -1.9026
S1 1.1660 0.2283 -0.7748
S2 -0.6483 -0.1338 0.0180
C3 -0.3038 -1.1830 1.5112
H1 3.1941 -1.1493 -2.6716
H2 2.6354 -2.8360 -2.5003
H3 3.1285 -1.8058 -1.0729
H4 0.7946 -0.5977 -2.7814
H5 0.4148 -1.8883 -1.5269
H6 0.0938 -0.5799 2.2531
H7 -1.2016 -1.6252 1.9625
H8 0.4367 -2.0080 1.3688
O1 -0.1568 5.2446 2.3091
H9 -0.7327 5.5248 1.5961
H10 -0.5818 5.4553 3.1333
O2 -4.1935 0.2840 0.0480
H11 -3.3554 0.4041 0.3942
H12 -4.5420 -0.3685 0.6646

Results of the Löwdin charge analysis, in e, for atoms 1 through 4:
1. C -0.168
2. C -0.635
3. S 0.469
4. S 0.426

Record 14
Density functional theory data (ωB97M-V with the def2-TZVPD basis set) for a 3-piece molecular cluster, C3H12O2S2 overall in a non-equilibrium geometry.

Calculated values
- Net charge: 0
- Energy above the lowest of the compared OMol25 structures with the same formula, charge and spin: 1.307 eV
- Structure (SMILES): CCCSS.O.O
- Highest occupied orbital energy: -8.55 eV

Geometry (Å):
C1 0.1626 0.8358 2.0400
C2 -0.9150 -0.0344 1.3895
C3 -0.9614 0.1147 -0.1688
S1 -2.6664 -0.2834 -0.8651
S2 -2.5273 1.1762 -2.2684
H1 1.2120 0.5209 1.9663
H2 -0.0381 0.7574 3.1149
H3 0.1480 1.8641 1.6780
H4 -0.7755 -1.1054 1.5294
H5 -1.8396 0.3703 1.8145
H6 -0.4520 1.0405 -0.4589
H7 -0.3914 -0.7479 -0.5054
H8 -3.6630 1.8073 -1.9332
O1 -0.6609 -3.1484 -3.1096
H9 -0.0961 -2.4937 -2.7231
H10 -1.3547 -2.6669 -3.5860
O2 4.6661 0.8188 0.4573
H11 5.4947 0.3867 0.2023
H12 4.6581 0.7874 1.4263

Results of the Löwdin charge analysis, in e, for atoms 1 through 4:
1. C -0.123
2. C -0.318
3. C -0.549
4. S 0.396